No. 1
DFT (the ωB97M-V functional and the def2-TZVPD basis) results for a cluster of 2 separate species, C3H8NO3 in total at a distorted geometry.

Each atom is followed by the atoms it is bonded to, with distances in Å.
Element x y z (Å)
1 C -0.402 -1.041 0.353  C7 1.505, H10 1.104, H12 1.083, N15 1.463
2 H 0.423 1.637 -0.746  C8 1.122
3 H -1.666 2.250 -0.910  O13 0.966
4 O 1.109 -1.295 2.148  C7 1.224
5 O 1.760 0.138 -0.283  C8 1.338
6 H -0.340 -0.940 -1.655  N15 1.015
7 C 0.588 -0.518 1.358  C1 1.505, O4 1.224, H14 1.099
8 C 0.741 0.597 -1.019  H2 1.122, O5 1.338, H9 1.095, N15 1.529
9 H 0.969 0.565 -2.090  C8 1.095
10 H -1.358 -0.904 0.887  C1 1.104
11 H -2.264 0.929 -1.312  O13 0.968
12 H -0.265 -2.109 0.234  C1 1.083
13 O -2.511 1.852 -1.159  H3 0.966, H11 0.968
14 H 0.655 0.553 1.597  C7 1.099
15 N -0.501 -0.286 -0.896  C1 1.463, H6 1.015, C8 1.529

The value obtained for the molar mass is 106.10 g/mol. The calculation puts the gap between HOMO and LUMO at 7.967 eV. The charge is -1. For the calculated total energy, the calculation gives -399.5778 hartree. The HOMO energy comes out at -3.77 eV.



No. 2
DFT (the ωB97M-V functional and the def2-TZVPD basis) results for a cluster of 2 separate species, C3H8NO3P in total at a distorted geometry.

Each atom is followed by the atoms it is bonded to, with distances in Å.
Element x y z (Å)
1 C -0.526 -1.789 -1.621  C3 1.522, H8 1.141, H9 1.173, H10 1.136
2 P -0.351 1.449 1.664  O4 1.485, O12 1.543, N14 1.525
3 C -0.160 -0.519 -0.866  C1 1.522, C6 1.455, O13 1.194
4 O -0.145 0.281 2.558  P2 1.485
5 H 1.549 2.306 0.707  N14 1.016
6 C 1.131 -0.703 -0.220  C3 1.455, H7 1.061, H11 1.122, H15 1.021
7 H 0.904 -0.968 0.782  C6 1.061
8 H -0.867 -2.326 -0.674  C1 1.141
9 H -1.460 -1.672 -2.321  C1 1.173
10 H 0.295 -2.393 -2.123  C1 1.136
11 H 1.685 0.262 -0.363  C6 1.122
12 O -1.779 2.032 1.613  P2 1.543, H16 1.002
13 O -0.888 0.335 -0.459  C3 1.194
14 N 0.601 2.461 1.035  P2 1.525, H5 1.016
15 H 1.573 -1.509 -0.664  C6 1.021
16 H -1.562 2.754 0.952  O12 1.002

The value obtained for the molar mass is 137.08 g/mol. The calculation puts the gap between HOMO and LUMO at 10.372 eV. For the calculated total energy, the calculation gives -740.9425 hartree. The HOMO energy comes out at -9.92 eV.



No. 3
DFT (the ωB97M-V functional and the def2-TZVPD basis) results for the ion C3H8NOS with charge -1 at a distorted geometry.

Each atom is followed by the atoms it is bonded to, with distances in Å.
Element x y z (Å)
1 H -0.384 1.105 1.774  C12 1.087
2 H 0.410 -0.727 -2.467  C3 1.137
3 C 1.158 0.021 -2.047  H2 1.137, N4 1.597, O5 1.296, H11 1.141
4 N 0.542 0.624 -0.703  C3 1.597, H8 1.012, C13 1.439
5 O 1.423 0.940 -2.921  C3 1.296
6 H -1.452 0.221 -0.306  C13 1.112
7 S -1.765 -0.768 2.475  H9 1.321, C12 1.803
8 H 0.132 1.504 -0.988  N4 1.012
9 H -1.278 -0.540 3.681  S7 1.321
10 H -0.344 -1.244 -0.202  C13 1.093
11 H 2.038 -0.623 -1.712  C3 1.141
12 C -0.475 0.052 1.520  H1 1.087, S7 1.803, C13 1.563, H14 1.099
13 C -0.449 -0.170 -0.028  N4 1.439, H6 1.112, H10 1.093, C12 1.563
14 H 0.443 -0.396 1.924  C12 1.099

The value obtained for the molar mass is 106.17 g/mol. The calculation puts the gap between HOMO and LUMO at 5.480 eV. The charge is -1. Its SMILES is [O-]CNCCS. For the calculated total energy, the calculation gives -647.2547 hartree. The HOMO energy comes out at -2.53 eV.



No. 4
DFT (the ωB97M-V functional and the def2-TZVPD basis) results for a cluster of 2 separate species, C3H8NOS in total at a distorted geometry.

Each atom is followed by the atoms it is bonded to, with distances in Å.
Element x y z (Å)
1 C 2.017 0.656 1.281  N2 1.273, H10 1.097, H13 1.088
2 N 1.723 0.544 0.048  C1 1.273, H9 1.053, C14 1.524
3 H 1.177 -1.472 -0.536  C14 1.131
4 H -4.411 -0.749 1.735  C7 1.004
5 O -3.036 -0.044 0.594  C7 1.262, S12 1.563
6 H -0.343 -0.483 -0.138  C14 1.165
7 C -4.239 -0.337 0.835  H4 1.004, O5 1.262, H11 1.126
8 H 0.605 -0.047 -1.711  C14 1.203
9 H 2.389 1.069 -0.577  N2 1.053
10 H 2.848 1.318 1.553  C1 1.097
11 H -4.914 -0.288 -0.065  C7 1.126
12 S -2.389 0.505 -0.719  O5 1.563
13 H 1.448 0.060 1.992  C1 1.088
14 C 0.734 -0.432 -0.579  N2 1.524, H3 1.131, H6 1.165, H8 1.203

The value obtained for the molar mass is 106.17 g/mol. The calculation puts the gap between HOMO and LUMO at 6.736 eV. The charge is +1. For the calculated total energy, the calculation gives -646.8674 hartree. The HOMO energy comes out at -11.63 eV.